--- 1 ---
Here is a structure of composition H20O10 from OMol25. Energies are from ωB97M-V with the def2-TZVPD basis set.

The total charge is 0. Its HOMO-LUMO gap is 7.53 eV. The LUMO energy is 0.01 eV. The multiplicity is 1. The value obtained for the HOMO energy is -0.2764 hartree.

Positions of all 30 atoms, in Å:
1 H -1.135 -0.945 0.045
2 H 0.167 -0.965 1.112
3 H 4.420 -0.555 1.645
4 H 4.884 0.997 1.415
5 H 0.791 4.433 -1.135
6 H -0.185 3.203 -1.087
7 H -2.509 -2.752 1.063
8 H -2.095 -1.987 2.320
9 H -2.300 -0.808 -4.990
10 H -2.977 -0.030 -3.758
11 H 4.015 -1.166 4.018
12 H 5.006 -1.582 2.942
13 H 0.320 1.678 -0.439
14 H 0.016 1.844 1.064
15 H -4.472 -0.212 -2.382
16 H -3.579 -1.349 -1.781
17 H -1.159 -0.996 3.200
18 H -0.676 0.375 3.635
19 H 0.670 0.958 -4.534
20 H 0.933 0.405 -2.965
21 O -0.742 -1.358 0.853
22 O 4.178 0.357 1.296
23 O 0.334 3.781 -0.529
24 O -1.727 -2.534 1.621
25 O -2.099 -0.387 -4.152
26 O 4.114 -1.322 3.059
27 O 0.785 1.627 0.390
28 O -4.367 -0.760 -1.678
29 O -1.405 -0.143 3.643
30 O 0.792 0.191 -3.891

--- 2 ---
Here is a cluster of 10 separate species, H20O10 in total from OMol25. Energies are from ωB97M-V with the def2-TZVPD basis set.

The total charge is 0. Its HOMO-LUMO gap is 10.15 eV. The LUMO energy is -0.53 eV. The multiplicity is 1. The value obtained for the HOMO energy is -0.3925 hartree.

Positions of all 30 atoms, in Å:
1 O 1.035 -2.743 0.224
2 H 1.846 -2.225 0.303
3 H 0.344 -2.097 0.030
4 O -2.785 -0.583 -2.793
5 H -2.583 -1.517 -2.913
6 H -1.970 -0.229 -2.431
7 O -1.148 -1.393 3.907
8 H -1.043 -0.886 3.096
9 H -2.006 -1.812 3.787
10 O 2.873 -0.265 0.539
11 H 2.401 0.180 1.260
12 H 3.718 -0.533 0.915
13 O -0.143 -1.992 -2.086
14 H 0.350 -2.796 -1.875
15 H 0.537 -1.327 -2.224
16 O 1.190 1.378 2.248
17 H 1.853 2.075 2.317
18 H 0.602 1.517 3.001
19 O -0.796 4.297 -1.674
20 H -0.239 3.561 -1.399
21 H -0.569 4.438 -2.598
22 O -0.638 0.366 0.315
23 H -0.512 0.788 -0.541
24 H 0.104 0.691 0.850
25 O -2.305 -1.775 0.787
26 H -1.764 -1.009 0.511
27 H -3.179 -1.608 0.422
28 O 1.248 1.959 -1.421
29 H 1.687 1.150 -1.705
30 H 1.893 2.388 -0.849

--- 3 ---
Here is a structure of composition H20O10 from OMol25. Energies are from ωB97M-V with the def2-TZVPD basis set.

The total charge is 0. Its HOMO-LUMO gap is 8.67 eV. The LUMO energy is -0.40 eV. The multiplicity is 1. The value obtained for the HOMO energy is -0.3331 hartree.

Positions of all 30 atoms, in Å:
1 H 0.835 0.132 -0.960
2 H -0.568 -0.380 -1.245
3 H 0.069 2.256 2.676
4 H 0.142 2.498 4.175
5 H -5.557 -2.166 -1.643
6 H -4.262 -1.408 -1.402
7 H 0.137 -0.656 1.479
8 H 0.266 -1.995 0.771
9 H -2.422 -3.342 0.625
10 H -2.370 -2.669 -0.736
11 H 2.080 2.602 -1.235
12 H 1.766 3.581 -0.116
13 H 5.410 2.625 0.848
14 H 4.368 2.489 -0.250
15 H -1.471 -4.861 -2.642
16 H -0.858 -4.803 -4.031
17 H -1.150 0.639 0.990
18 H -1.677 2.065 0.957
19 H 1.982 2.230 0.756
20 H 2.922 1.057 0.982
21 O -0.082 0.231 -0.680
22 O 0.376 1.854 3.497
23 O -4.607 -2.296 -1.545
24 O 0.139 -1.606 1.644
25 O -2.907 -3.267 -0.204
26 O 2.502 3.153 -0.567
27 O 4.949 3.133 0.171
28 O -1.179 -4.240 -3.318
29 O -1.700 1.234 0.468
30 O 2.865 1.910 0.537

Taking the most stable structure as the zero point, the relative energies in hartree are 1 0.2673; 2 0.0000; 3 0.2344.

--- 1 ---
Here is a cluster of 10 separate species, H20O10 in total from OMol25. Energies are from ωB97M-V with the def2-TZVPD basis set.

The total charge is 0. Its HOMO-LUMO gap is 8.68 eV. The LUMO energy is -0.70 eV. The multiplicity is 1. The value obtained for the HOMO energy is -0.3446 hartree.

Positions of all 30 atoms, in Å:
1 O 1.548 -2.398 0.295
2 H 1.936 -2.639 1.101
3 H 2.102 -1.661 0.056
4 O -3.679 1.121 0.052
5 H -4.200 1.786 0.462
6 H -2.995 0.999 0.671
7 O -0.360 2.745 -0.557
8 H -0.817 2.230 -1.189
9 H -1.018 3.370 -0.213
10 O 2.056 2.407 0.886
11 H 1.165 2.552 0.575
12 H 2.171 2.625 1.784
13 O 0.545 -3.378 -2.076
14 H 1.211 -3.183 -2.716
15 H 0.895 -3.371 -1.199
16 O 1.491 -0.106 -2.539
17 H 1.132 0.181 -1.707
18 H 1.876 -0.930 -2.186
19 O 0.668 -0.296 2.677
20 H 1.249 -1.011 2.897
21 H 0.977 0.368 3.244
22 O -1.523 -1.546 -2.198
23 H -1.277 -0.806 -1.685
24 H -0.752 -2.111 -2.323
25 O -0.139 -0.146 -0.417
26 H -0.495 0.285 0.353
27 H 0.236 -0.906 0.030
28 O -1.725 1.162 1.813
29 H -1.229 2.039 1.850
30 H -1.049 0.618 2.259

--- 2 ---
Here is a cluster of 10 separate species, H20O10 in total from OMol25. Energies are from ωB97M-V with the def2-TZVPD basis set.

The total charge is 0. Its HOMO-LUMO gap is 9.92 eV. The LUMO energy is 0.11 eV. The multiplicity is 1. The value obtained for the HOMO energy is -0.3604 hartree.

Positions of all 30 atoms, in Å:
1 O -0.866 -0.157 -0.889
2 H -0.301 -0.819 -1.302
3 H -1.577 -0.671 -0.491
4 O 3.952 -1.609 0.722
5 H 4.329 -2.486 0.859
6 H 3.169 -1.601 1.284
7 O -5.086 1.550 0.245
8 H -5.577 1.613 -0.582
9 H -5.507 2.201 0.818
10 O -0.917 -5.158 -0.070
11 H -0.233 -5.779 0.207
12 H -0.737 -5.014 -1.005
13 O 2.969 -0.618 -0.683
14 H 2.245 -1.166 -0.359
15 H 2.590 -0.150 -1.436
16 O -1.251 4.927 -0.789
17 H -0.871 5.672 -0.310
18 H -0.833 4.155 -0.391
19 O -2.949 2.477 -0.139
20 H -3.315 2.033 -0.912
21 H -2.183 2.951 -0.481
22 O 2.249 -0.236 1.650
23 H 2.010 0.175 2.488
24 H 1.409 -0.334 1.188
25 O 2.673 -1.527 -3.454
26 H 3.009 -1.745 -2.577
27 H 3.369 -0.985 -3.843
28 O -0.869 0.553 3.236
29 H -0.550 0.467 4.142
30 H -0.352 1.281 2.874

Taking the most stable structure as the zero point, the relative energies in hartree are 1 0.0000; 2 0.0844.

--- 1 ---
Here is the molecule C8H8N4 from OMol25. Energies are from ωB97M-V with the def2-TZVPD basis set.

The total charge is 0. Its HOMO-LUMO gap (alpha / beta) is 7.67 / 7.67 eV. The LUMO energy (alpha / beta) is 0.32 / 0.32 eV. The multiplicity is 1. The value obtained for the HOMO energy (alpha / beta) is -0.2702 / -0.2702 hartree.

Positions of all 20 atoms, in Å:
1 C 2.476 -0.159 0.069
2 C 1.782 -1.271 -0.108
3 C 0.296 -1.195 -0.241
4 C -0.682 -2.078 0.092
5 C -1.989 -1.679 0.356
6 N -2.338 -0.445 0.365
7 N -1.582 0.404 -0.317
8 N -1.709 1.784 -0.178
9 N -0.440 2.207 0.394
10 C 0.527 1.319 -0.025
11 C 1.827 1.199 0.189
12 C -0.183 0.170 -0.730
13 H 3.551 -0.240 0.207
14 H 2.278 -2.260 -0.182
15 H -0.401 -3.092 0.075
16 H -2.689 -2.485 0.555
17 H -2.511 2.341 0.246
18 H -0.299 3.256 0.379
19 H 2.365 1.983 0.699
20 H -0.279 0.241 -1.846

--- 2 ---
Here is the molecule C8H8N4 from OMol25. Energies are from ωB97M-V with the def2-TZVPD basis set.

The total charge is 0. Its HOMO-LUMO gap is 8.65 eV. The LUMO energy is 0.81 eV. The multiplicity is 1. The value obtained for the HOMO energy is -0.2879 hartree.

Positions of all 20 atoms, in Å:
1 C -2.757 -0.987 0.769
2 C -1.889 -0.178 -0.190
3 N -2.528 0.982 -0.956
4 C -1.587 1.277 -0.131
5 N -0.459 1.941 0.190
6 C 0.620 1.043 0.006
7 N 1.766 1.657 0.323
8 C 2.879 0.989 0.241
9 C 2.876 -0.412 -0.056
10 C 1.738 -0.998 -0.439
11 C 0.540 -0.369 -0.321
12 N -0.689 -0.785 -0.779
13 H -3.799 -0.626 0.811
14 H -2.364 -1.275 1.834
15 H -2.781 -2.019 0.453
16 H -0.144 2.943 0.025
17 H 3.794 1.567 0.354
18 H 3.706 -1.088 -0.318
19 H 1.808 -1.921 -0.860
20 H -0.729 -1.740 -0.958

Taking the most stable structure as the zero point, the relative energies in hartree are 1 0.0790; 2 0.0000.